Computed, not measured: one molecule with the formula CHClF2O, with ωB97M-V with the def2-TZVPD basis set.

Computed properties:
structure (SMILES) = OC(F)(F)Cl
HOMO = -12.0 eV
HOMO-LUMO gap = 12.52 eV
total charge = 0
energy above the lowest of the compared OMol25 structures with the same formula, charge and spin = 7.6 kcal/mol

Element x y z (Å)
Cl (-0.8968, 1.2362, 2.3525)
F (0.9394, 2.2357, 0.8735)
F (-0.8122, 1.9040, -0.2351)
O (0.4669, 0.0899, 0.3553)
C (-0.0233, 1.3462, 0.7065)
H (0.3491, -0.6507, 0.9962)

---

Computed, not measured: a 2-piece molecular cluster, CHClFN overall, with ωB97M-V with the def2-TZVPD basis set.

Computed properties:
HOMO = -10.2 eV
HOMO-LUMO gap = 8.32 eV
total charge = 0
energy above the lowest of the compared OMol25 structures with the same formula, charge and spin = 50.9 kcal/mol

Element x y z (Å)
Cl (1.7180, 1.5092, 0.0436)
F (0.7326, -1.5757, 0.0381)
N (-1.1002, -0.1887, -0.0137)
C (0.0564, -0.5183, -0.0186)
H (-1.4067, 0.7735, -0.0495)

---

Computed, not measured: a 2-piece molecular cluster, CHClFN3 overall, with ωB97M-V with the def2-TZVPD basis set.

Computed properties:
HOMO (spin up / spin down) = -10.7 / -10.6 eV
HOMO-LUMO gap (spin up / spin down) = 9.10 / 8.51 eV
total charge = 0
energy above the lowest of the compared OMol25 structures with the same formula, charge and spin = 27.9 kcal/mol

Element x y z (Å)
Cl (0.2760, 0.7285, 1.7324)
F (-0.6558, 1.8847, -0.1743)
N (0.4375, 1.2755, 0.1586)
N (-0.2572, -0.3421, -0.8523)
N (-0.1758, -2.1871, 0.6684)
C (-0.1069, -1.3052, -0.0703)
H (0.4823, -0.0544, -1.4625)

---

Computed, not measured: one molecule with the formula CHClFNO2, with ωB97M-V with the def2-TZVPD basis set.

Computed properties:
structure (SMILES) = O=[N+]([O-])[C@@H](F)Cl
HOMO = -11.8 eV
HOMO-LUMO gap = 11.42 eV
total charge = 0
energy above the lowest of the compared OMol25 structures with the same formula, charge and spin = 5.5 kcal/mol

Element x y z (Å)
Cl (-0.7805, 1.6309, -0.8498)
F (0.7577, 1.0243, 1.0301)
O (-0.0391, -1.9277, 0.0383)
O (1.1226, -0.6210, -1.2321)
N (0.3373, -0.8611, -0.3744)
C (-0.2415, 0.4432, 0.3216)
H (-1.1567, 0.3114, 1.0664)

---

Computed, not measured: a 2-piece molecular cluster, CHClINO overall, with ωB97M-V with the def2-TZVPD basis set.

Computed properties:
structure (SMILES) = O=C=NCl.I
HOMO = -10.0 eV
HOMO-LUMO gap = 9.42 eV
total charge = 0
energy above the lowest of the compared OMol25 structures with the same formula, charge and spin = 6.3 kcal/mol

Element x y z (Å)
I (-1.9929, 1.7262, 0.1719)
Cl (1.7443, 1.2412, -0.7320)
O (1.0141, -2.1040, 1.1727)
N (1.0213, -0.2828, -0.3025)
C (1.0964, -1.1948, 0.4634)
H (-2.8832, 0.6142, -0.7735)

---

Computed, not measured: one molecule with the formula CHClNOPS, with ωB97M-V with the def2-TZVPD basis set.

Computed properties:
HOMO = -9.5 eV
HOMO-LUMO gap = 8.11 eV
total charge = 0
energy above the lowest of the compared OMol25 structures with the same formula, charge and spin = 48.0 kcal/mol

Element x y z (Å)
Cl (-2.2801, -0.2070, 1.0290)
S (-1.8927, -0.0595, -1.8318)
P (0.6434, 0.0369, 0.4061)
O (0.3575, 0.1705, 1.7947)
N (2.1453, 0.2213, -0.0732)
C (-1.4488, -0.1346, -0.3442)
H (2.4755, -0.0277, -0.9805)

---

Computed, not measured: a 2-piece molecular cluster, CHClO2 overall, with ωB97M-V with the def2-TZVPD basis set.

Computed properties:
HOMO = -9.3 eV
HOMO-LUMO gap = 8.69 eV
total charge = 0
energy above the lowest of the compared OMol25 structures with the same formula, charge and spin = 55.2 kcal/mol

Element x y z (Å)
Cl (-0.1635, 1.4425, -1.5078)
O (0.9862, -1.3375, 0.3622)
O (0.2735, 1.3872, 0.1427)
C (0.0278, -0.7358, 0.4405)
H (-1.1239, -0.7565, 0.5625)

---

Computed, not measured: one molecule with the formula CHClO2S, with ωB97M-V with the def2-TZVPD basis set.

Computed properties:
HOMO = -9.8 eV
HOMO-LUMO gap = 8.70 eV
total charge = 0
energy above the lowest of the compared OMol25 structures with the same formula, charge and spin = 19.2 kcal/mol

Element x y z (Å)
Cl (-2.3849, 1.5193, 0.2674)
S (-1.9789, -0.4715, -0.5114)
O (-2.7128, -1.5139, 0.1564)
O (-0.1446, -1.5600, 1.1376)
C (-0.2935, -0.5856, 0.4859)
H (0.0664, 0.4241, 0.3500)

---

Computed, not measured: a 2-piece molecular cluster, CHClO2S overall, with ωB97M-V with the def2-TZVPD basis set.

Computed properties:
HOMO = -9.0 eV
HOMO-LUMO gap = 9.02 eV
total charge = 0
energy above the lowest of the compared OMol25 structures with the same formula, charge and spin = 5.7 kcal/mol

Element x y z (Å)
Cl (-2.9781, -0.0740, -0.8139)
S (-0.9208, -0.1266, -0.6544)
O (-0.5815, 1.0373, 0.4154)
O (2.7528, -1.5092, 0.0577)
C (2.9150, -0.3941, -0.1283)
H (-1.1876, 1.0667, 1.1235)

---

Computed, not measured: one molecule with the formula CHClO3S, with ωB97M-V with the def2-TZVPD basis set.

Computed properties:
structure (SMILES) = O=C(OS)OCl
HOMO = -9.9 eV
HOMO-LUMO gap = 9.04 eV
total charge = 0
energy above the lowest of the compared OMol25 structures with the same formula, charge and spin = 66.5 kcal/mol

Element x y z (Å)
Cl (-2.6661, 0.7960, 0.3182)
S (2.1278, -0.3782, -0.0991)
O (-0.4462, 0.6503, -1.3096)
O (-1.2902, -0.1531, 0.5756)
O (0.6144, -1.0081, -0.1320)
C (-0.4321, -0.1053, -0.4101)
H (2.0924, 0.1985, 1.0570)

---

Computed, not measured: one molecule with the formula CHClOS, with ωB97M-V with the def2-TZVPD basis set.

Computed properties:
HOMO (spin up / spin down) = -9.4 / -9.4 eV
HOMO-LUMO gap (spin up / spin down) = 8.58 / 8.58 eV
total charge = 0
energy above the lowest of the compared OMol25 structures with the same formula, charge and spin = 7.4 kcal/mol

Element x y z (Å)
Cl (1.9237, 0.8969, -0.0243)
S (-0.9286, 0.7311, -0.0401)
O (-1.8811, -0.3982, -0.0151)
C (0.4890, -0.0766, -0.0851)
H (0.3969, -1.1533, 0.1646)

---

Computed, not measured: CHCoO3 as an isolated structure, with ωB97M-V with the def2-TZVPD basis set.

Computed properties:
2S+1 = 5
HOMO (spin up / spin down) = -23.1 / -23.2 eV
HOMO-LUMO gap (spin up / spin down) = 9.84 / 7.01 eV
total charge = +2
energy above the lowest of the compared OMol25 structures with the same formula, charge and spin = 117.0 kcal/mol

Element x y z (Å)
Co (-1.2340, 0.6437, 1.7296)
O (1.3198, -0.6337, -0.3326)
O (0.2026, -0.8799, -1.7093)
O (-0.0907, 0.5965, 0.1662)
C (0.3170, 0.0099, -0.8559)
H (-1.9372, 0.7650, 3.1741)

---

Computed, not measured: CHErLiO2 as an isolated structure, with ωB97M-V with the def2-TZVPD basis set.

Computed properties:
2S+1 = 4
HOMO (spin up / spin down) = -21.3 / -23.3 eV
HOMO-LUMO gap (spin up / spin down) = 3.76 / 6.81 eV
total charge = +3

Element x y z (Å)
Er (-0.7019, -1.9232, 0.6873)
O (1.4856, -0.2367, 0.9602)
O (-0.0660, 0.6794, -0.5320)
C (0.8703, 0.4283, 0.2835)
Li (-1.8108, -0.4738, -0.6103)
H (0.2228, 1.5260, -0.7887)

---

Computed, not measured: CHF2IO as an isolated structure, with ωB97M-V with the def2-TZVPD basis set.

Computed properties:
HOMO = -10.5 eV
HOMO-LUMO gap = 9.06 eV
total charge = 0
energy above the lowest of the compared OMol25 structures with the same formula, charge and spin = 60.2 kcal/mol

Element x y z (Å)
I (-0.4724, -1.5214, 3.1378)
F (0.1164, 1.3307, 1.4917)
F (-1.6510, -0.0266, 0.7167)
O (0.2270, -1.1115, 1.4133)
C (-0.3247, -0.2481, 0.6435)
H (-0.0706, 0.0226, -0.3797)

---

Computed, not measured: one molecule with the formula CHF2NO2, with ωB97M-V with the def2-TZVPD basis set.

Computed properties:
structure (SMILES) = O=[N+]([O-])C(F)F
HOMO = -11.8 eV
HOMO-LUMO gap = 11.80 eV
total charge = 0
energy above the lowest of the compared OMol25 structures with the same formula, charge and spin = 16.8 kcal/mol

Element x y z (Å)
F (0.0499, 0.3621, 1.5699)
F (0.3618, 1.8609, -0.0149)
O (2.0508, -0.8934, 0.7722)
O (2.5131, 0.3985, -0.8225)
N (1.7771, -0.0428, 0.0230)
C (0.3490, 0.5881, 0.3550)
H (-0.4218, 0.0800, -0.2362)

---

Computed, not measured: CHF2NO3 as an isolated structure, with ωB97M-V with the def2-TZVPD basis set.

Computed properties:
HOMO = -11.9 eV
HOMO-LUMO gap = 11.00 eV
total charge = 0
energy above the lowest of the compared OMol25 structures with the same formula, charge and spin = 64.9 kcal/mol

Element x y z (Å)
F (0.8025, 1.2995, 0.3811)
F (0.4714, 0.3115, -1.5351)
O (-1.7604, -0.6591, -0.6311)
O (0.9972, -1.2538, 0.4830)
O (-1.5415, 0.7189, 1.0145)
N (-1.1606, 0.1033, 0.0794)
C (0.3075, 0.3475, -0.2152)
H (1.8839, -0.8678, 0.4233)

---

Computed, not measured: a 2-piece molecular cluster, CHF2O2S overall, with ωB97M-V with the def2-TZVPD basis set.

Computed properties:
HOMO (spin up / spin down) = -1.6 / -2.5 eV
HOMO-LUMO gap (spin up / spin down) = 4.41 / 5.83 eV
total charge = -1
energy above the lowest of the compared OMol25 structures with the same formula, charge and spin = 51.2 kcal/mol

Element x y z (Å)
S (1.7286, -0.1611, 0.3033)
F (-0.3732, 0.9878, -0.5420)
F (-1.9535, 0.9122, 0.9155)
O (1.4414, -1.3903, 1.0689)
O (2.6989, -0.4784, -0.7479)
C (-1.6914, 0.6476, -0.4580)
H (-1.8508, -0.5179, -0.5399)

---

Computed, not measured: CHF3IrO2S as an isolated structure, with ωB97M-V with the def2-TZVPD basis set.

Computed properties:
2S+1 = 5
HOMO (spin up / spin down) = -14.4 / -15.7 eV
HOMO-LUMO gap (spin up / spin down) = 7.92 / 8.16 eV
total charge = +1
energy above the lowest of the compared OMol25 structures with the same formula, charge and spin = 64.1 kcal/mol

Element x y z (Å)
Ir (2.7114, 0.5863, 0.1053)
S (0.4739, 1.0489, -0.9294)
F (-1.1830, 0.4256, 1.1397)
F (-2.1374, -2.1892, 1.2588)
F (-1.7808, -0.3528, -0.8171)
O (1.5778, -0.0735, -1.2372)
O (1.2235, 1.7521, 0.2693)
C (-0.7488, -0.1506, 0.0183)
H (-0.1365, -1.0467, 0.1923)

---

Computed, not measured: a 3-piece molecular cluster, CHF3N3 overall, with ωB97M-V with the def2-TZVPD basis set.

Computed properties:
HOMO = -16.5 eV
HOMO-LUMO gap = 10.19 eV
total charge = +1
energy above the lowest of the compared OMol25 structures with the same formula, charge and spin = 8.9 kcal/mol

Element x y z (Å)
F (0.0366, 1.1046, -0.9355)
F (-2.1704, 0.9239, 0.3669)
F (-1.7446, -2.5562, 3.4785)
N (-1.3671, 1.7386, 0.7152)
N (-1.5472, -0.5161, 2.2787)
N (-0.8555, 2.5112, 1.2309)
C (-1.6643, -1.5114, 2.8884)
H (0.3369, 0.2147, -1.0882)

---

Computed, not measured: CHF3NNiO5S2 as an isolated structure, with ωB97M-V with the def2-TZVPD basis set.

Computed properties:
2S+1 = 3
HOMO (spin up / spin down) = -5.2 / -5.6 eV
HOMO-LUMO gap (spin up / spin down) = 7.63 / 7.97 eV
total charge = -1

Element x y z (Å)
Ni (1.9467, 0.8876, 0.5206)
S (0.0468, -0.8083, -1.0372)
S (-0.1903, 1.9224, -0.2484)
F (-0.8211, -3.2095, -0.3077)
F (-2.4101, -1.7692, -0.2093)
F (-0.8656, -1.8010, 1.3122)
O (1.3673, -0.7064, -0.2892)
O (0.2052, -1.5854, -2.2662)
O (-0.3682, 2.9677, -1.3061)
O (1.9791, 1.1396, 2.2661)
O (-1.1668, 2.1916, 0.8709)
N (-0.8288, 0.4689, -0.8849)
C (-1.1186, -1.9596, 0.0191)
H (1.2675, 0.6194, 2.8697)